A molecular structure, C17H14BrF3MnN2O5S, computed with the ωB97M-V functional and the def2-TZVPD basis.

Computed properties:
multiplicity = 4
⟨S²⟩ = 3.852
HOMO-LUMO gap (spin up / spin down) = 5.93 / 4.42 eV
E_LUMO (spin up / spin down) = -8.24 / -9.75 eV
total charge = +2
HOMO (spin up / spin down) = -0.521 / -0.521 hartree

Each line ends with the Mulliken charge.
Element x y z (Å)
Br -1.12398 1.35522 -2.82326  -0.02
Mn 0.41375 2.11665 -0.89298  0.12
S -0.54890 4.40803 -0.44579  1.36
F 0.80041 6.43133 0.42662  -0.17
F 1.30356 4.54552 1.37248  -0.16
F -0.55333 5.54526 1.87285  -0.18
O -0.89036 3.03401 0.13216  -0.46
O -1.62200 5.18816 -0.91094  -0.46
O 0.51640 3.98259 -1.42179  -0.46
O 1.81723 1.90599 0.11350  -0.57
O 2.06894 -1.24381 2.71027  -0.62
N 0.03648 0.23766 -0.29920  -0.28
N 0.82292 -0.09752 0.66958  0.17
C -4.39498 -3.22612 -0.07701  -0.70
C -3.46154 -1.98251 -1.92804  0.88
C -1.64676 -0.23312 -1.88932  0.23
C 3.15834 0.29296 1.30111  -0.06
C -5.04408 -4.06533 -0.99398  -0.30
C -4.94111 -3.85414 -2.36962  -0.69
C 4.47848 -1.37787 2.43123  -0.73
C 1.80622 0.92980 1.10228  0.96
C 3.25577 -0.79200 2.16684  0.76
C -3.61493 -2.19603 -0.52980  -0.28
C -2.67025 -0.96581 -2.48932  -0.78
C -4.18053 -2.81112 -2.83521  -0.52
C 5.53127 0.20966 0.95097  -0.85
C -0.89784 -0.58513 -0.77333  0.00
C 5.61565 -0.86753 1.82175  -0.50
C 0.32427 5.31428 0.92145  0.69
C 4.30111 0.79090 0.68952  -0.22
H 2.24162 -1.88895 3.40657  0.35
H -5.46868 -4.49799 -3.05900  0.43
H -4.54140 -3.37715 0.98330  0.43
H 4.22850 1.64317 0.02848  0.45
H -4.09656 -2.62570 -3.89871  0.37
H 6.42281 0.60181 0.48315  0.43
H -3.18750 -1.49736 0.17664  0.65
H -5.66215 -4.87376 -0.62491  0.42
H 4.54520 -2.22297 3.10595  0.33
H -1.02507 -1.56457 -0.32513  0.73
H 1.41545 1.34140 2.04244  0.19
H 6.57531 -1.31990 2.03075  0.42
H -2.87873 -0.72186 -3.52685  0.34
H 0.77101 -0.98615 1.17431  0.29